Molecular formula: C19H31N10O2V
Method: DFT, ωB97M-V/def2-TZVPD

HOMO (spin up / spin down) ... -15.846 / -15.148 eV
Spin multiplicity ... 2
Kohn-Sham gap (spin up / spin down) ... 0.273 / 0.246 Eh
Charge ... +3
Energy above the lowest of the compared OMol25 structures with the same formula, charge and spin ... 0.132 eV

XYZ file:
```
63
C19H31N10O2V ωB97M-V/def2-TZVPD
V 0.11676 -0.14771 0.32808
N 1.44198 2.56986 -2.25928
C 0.75215 2.25343 -3.58081
C -0.70936 2.64691 -3.44953
C -1.50219 1.72310 -2.52671
N -1.06734 1.89353 -1.10568
C -1.35617 0.26836 -2.95951
C 0.08810 -0.21016 -3.13060
N 0.75096 -0.55542 -1.82361
C 0.93546 0.78515 -3.93178
H 1.53950 3.58088 -2.14174
H 2.37558 2.16030 -2.20304
H 0.83060 2.20257 -1.49249
H 1.25132 2.87155 -4.32598
H -1.14579 2.59173 -4.44859
H -0.80703 3.69302 -3.14338
H -2.55295 2.00858 -2.61257
H -1.62104 1.25026 -0.54322
H -1.37397 2.80656 -0.77252
H -1.84966 0.16162 -3.92832
H -1.88753 -0.38501 -2.26804
H 0.05706 -1.12137 -3.72944
H 1.75920 -0.47937 -1.94822
H 0.61106 -1.55656 -1.68918
H 0.65175 0.69250 -4.98210
H 1.99491 0.50842 -3.90232
N 2.50660 -3.53203 1.49810
C 1.31193 -3.16010 1.04295
N 1.30008 -1.83984 0.91419
C 2.55203 -1.47073 1.32516
N 3.30963 -2.47324 1.68474
C 2.89682 -0.05108 1.37399
C 4.08113 0.40163 1.91988
N 4.23357 1.71428 2.02840
C 3.32575 2.59968 1.62464
C 2.15979 2.10198 1.08277
N 1.92439 0.78436 0.91588
H 2.84446 -4.46446 1.70220
H 0.50826 -3.84398 0.82466
H 4.85585 -0.26308 2.28189
H 3.52810 3.65493 1.75012
H 1.37086 2.78727 0.79203
O -1.61716 -1.18808 -0.17282
N -2.38129 -2.07229 0.47430
C -2.87462 -1.78457 1.69023
C -3.70765 -2.67753 2.33018
C -4.04377 -3.87024 1.70791
C -3.53061 -4.13605 0.44624
C -2.69930 -3.21783 -0.15593
H -2.58236 -0.82270 2.08265
H -4.09825 -2.42254 3.30482
H -4.70457 -4.57554 2.19225
H -3.77771 -5.04422 -0.08478
H -2.27685 -3.32829 -1.14310
C 0.32519 0.33995 3.98653
C -0.61458 1.13176 3.12882
N -1.24898 2.15030 3.68317
O -0.80508 0.85217 1.91789
H -0.14896 0.04718 4.92318
H 1.19546 0.94971 4.23847
H 0.65003 -0.54780 3.45028
H -1.13872 2.36886 4.66159
H -1.91284 2.68942 3.14709
```